(1)
{
  "formula": "C28H28F3LaN5O5S2SeSi",
  "method": "ωB97M-V with the def2-TZVPD basis set",
  "e_above_lowest_kj_mol": 20.6,
  "molar_mass_g_mol": 881.64,
  "e_lumo_ev": 2.1,
  "charge": -1,
  "e_tot_ha": -5552.5127,
  "gap_ev": 6.5,
  "elements": ["La", "Se", "S", "S", "Si", "F", "F", "F", "O", "O", "O", "O", "O", "N", "N", "N", "N", "N", "C", "C", "C", "C", "C", "C", "C", "C", "C", "C", "C", "C", "C", "C", "C", "C", "C", "C", "C", "C", "C", "C", "C", "C", "C", "C", "C", "C", "H", "H", "H", "H", "H", "H", "H", "H", "H", "H", "H", "H", "H", "H", "H", "H", "H", "H", "H", "H", "H", "H", "H", "H", "H", "H", "H", "H"],
  "xyz": [[-0.74, -0.17, -0.63], [0.97, -2.85, -0.31], [-0.83, -1.80, -3.24], [-3.67, -0.39, -0.19], [-0.05, 3.34, 1.27], [-1.42, 0.03, -5.03], [-2.26, 0.33, -3.05], [-3.10, -1.17, -4.38], [-0.89, -3.64, 0.19], [-1.21, -1.64, 1.11], [0.31, -0.93, -2.89], [-0.59, -2.82, -4.21], [-1.58, -2.14, -2.04], [2.46, 1.07, -2.76], [2.06, 0.28, -0.55], [0.30, 1.90, -2.30], [1.92, -3.38, 1.02], [1.67, -0.42, 1.61], [-1.07, 1.89, 0.82], [2.07, -3.66, 3.36], [-1.97, -0.60, -4.00], [1.31, 2.29, -4.43], [1.32, 1.74, -3.14], [1.98, -1.88, 4.98], [-3.52, -4.29, 1.13], [1.85, -0.98, 3.94], [0.22, 4.57, -0.14], [2.89, 0.46, -1.57], [0.24, 3.04, -4.83], [-0.80, 3.27, -3.94], [-3.11, -3.01, 0.75], [3.87, -0.73, 0.68], [-4.04, -1.99, 0.43], [-5.79, -3.60, 1.01], [-0.72, 2.66, -2.71], [4.22, 0.05, -1.55], [1.67, 2.93, 1.90], [-1.65, -2.74, 0.69], [4.69, -0.56, -0.41], [-4.86, -4.59, 1.28], [2.55, -0.29, 0.57], [-5.40, -2.34, 0.60], [1.81, -1.41, 2.62], [1.90, -2.78, 2.28], [-0.81, 4.38, 2.65], [2.09, -3.24, 4.68], [-1.66, 3.87, -4.19], [0.86, 4.16, -0.93], [0.78, 0.03, 1.53], [2.16, 3.84, 2.27], [0.71, 5.47, 0.26], [2.30, 2.51, 1.11], [-1.38, 1.43, 1.77], [2.15, 2.10, -5.10], [-2.76, -5.03, 1.32], [4.86, 0.22, -2.41], [3.14, 0.99, -3.49], [5.72, -0.89, -0.36], [1.78, 0.08, 4.14], [0.22, 3.47, -5.83], [-0.92, 3.79, 3.57], [-0.72, 4.88, -0.59], [1.64, 2.21, 2.72], [-0.20, 5.26, 2.88], [-6.85, -3.81, 1.12], [-2.02, 2.30, 0.40], [-5.17, -5.58, 1.59], [1.99, -1.54, 6.00], [-6.14, -1.58, 0.37], [2.20, -3.97, 5.47], [4.20, -1.20, 1.59], [2.15, -4.72, 3.11], [-1.81, 4.72, 2.36], [-1.51, 2.80, -1.97]]
}

=====

(2)
{
  "formula": "C28H28FN7S4Sr",
  "method": "ωB97M-V with the def2-TZVPD basis set",
  "e_above_lowest_kj_mol": 66.4,
  "molar_mass_g_mol": 697.47,
  "e_lumo_ev": 4.1,
  "charge": -2,
  "e_tot_ha": -3190.6328,
  "gap_ev": 6.2,
  "elements": ["Sr", "S", "S", "S", "S", "F", "N", "N", "N", "N", "N", "N", "N", "C", "C", "C", "C", "C", "C", "C", "C", "C", "C", "C", "C", "C", "C", "C", "C", "C", "C", "C", "C", "C", "C", "C", "C", "C", "C", "C", "C", "H", "H", "H", "H", "H", "H", "H", "H", "H", "H", "H", "H", "H", "H", "H", "H", "H", "H", "H", "H", "H", "H", "H", "H", "H", "H", "H", "H"],
  "xyz": [[-0.04, -0.88, 0.43], [-0.09, -0.14, 3.16], [2.23, 2.84, -1.66], [3.59, -4.45, -0.37], [3.26, -0.16, 2.95], [-1.32, 1.17, -1.34], [-0.29, -5.40, 6.32], [1.84, 1.95, 0.84], [0.44, 2.06, 0.62], [3.82, -5.42, 6.06], [3.93, 1.66, 0.02], [1.58, -2.55, 0.11], [-2.36, -1.30, -1.03], [-3.02, -0.41, -1.79], [0.30, -2.49, 4.48], [-5.53, -1.16, 0.59], [-3.35, -1.08, 1.84], [-2.33, -2.70, -4.25], [-1.60, -3.37, -3.08], [-4.84, 0.38, -3.26], [-4.27, 1.64, -3.39], [-2.98, -4.91, -1.71], [-3.79, -2.96, 0.10], [-4.36, -1.99, 1.14], [-0.28, -2.67, -2.82], [3.04, -2.50, 4.29], [-2.50, -3.61, -1.87], [0.30, -4.59, 5.75], [2.40, -3.54, 4.96], [-2.50, 0.89, -1.97], [3.19, -4.59, 5.57], [2.34, -1.43, 3.70], [0.92, -1.43, 3.80], [-2.90, -2.61, -0.94], [2.43, -3.34, -0.08], [-4.24, -4.27, 0.20], [-4.24, -0.61, -2.49], [1.01, -3.54, 5.06], [-3.85, -5.26, -0.69], [2.68, 2.11, -0.20], [-3.07, 1.88, -2.73], [-6.00, -0.59, 1.40], [4.06, 0.92, 0.71], [0.39, -2.78, -3.68], [0.24, -3.09, -1.95], [-2.50, -1.65, 2.24], [-6.29, -1.81, 0.14], [-2.66, -5.67, -2.42], [-2.57, -1.66, -4.03], [-4.92, -4.53, 1.02], [-4.77, -2.63, 1.91], [-5.77, 0.16, -3.76], [0.33, 2.45, -0.31], [-2.98, -0.30, 1.18], [-5.20, -0.46, -0.17], [0.08, 2.72, 1.29], [-1.35, -4.38, -3.42], [2.08, 1.25, 1.56], [-0.78, -2.49, 4.55], [-4.73, 2.42, -3.99], [-4.19, -6.28, -0.58], [-1.70, -2.73, -5.14], [-3.27, -3.22, -4.49], [-3.82, -0.60, 2.70], [4.12, -2.50, 4.23], [-0.43, -1.60, -2.66], [-2.56, 2.84, -2.79], [4.49, 1.58, -0.81], [-4.71, -1.58, -2.41]]
}

=====

(3)
{
  "formula": "C28H28N2SiTm",
  "method": "ωB97M-V with the def2-TZVPD basis set",
  "molar_mass_g_mol": 589.57,
  "e_lumo_ev": [-4.4, -4.4],
  "multiplicity": 3,
  "charge": 1,
  "s_squared": 2.0025,
  "e_tot_ha": -2567.6813,
  "gap_ev": [5.7, 5.7],
  "elements": ["Tm", "Si", "N", "N", "C", "C", "C", "C", "C", "C", "C", "C", "C", "C", "C", "C", "C", "C", "C", "C", "C", "C", "C", "C", "C", "C", "C", "C", "C", "C", "C", "C", "H", "H", "H", "H", "H", "H", "H", "H", "H", "H", "H", "H", "H", "H", "H", "H", "H", "H", "H", "H", "H", "H", "H", "H", "H", "H", "H", "H"],
  "xyz": [[1.31, 0.12, 0.57], [-1.18, 1.13, -1.45], [2.38, 0.53, 2.57], [-0.31, 0.21, 2.17], [-2.79, -0.70, -2.85], [-0.82, 0.40, 4.52], [1.33, -2.18, 1.37], [3.53, 0.59, 5.11], [2.08, -0.46, -4.59], [-3.82, 1.49, -2.57], [4.34, 0.53, 3.97], [2.64, -1.95, 0.87], [3.73, 0.48, 2.71], [1.57, 0.53, 3.69], [0.17, 0.76, -2.88], [1.19, -1.95, -0.91], [-2.17, 0.20, 4.26], [-4.05, -1.30, -2.83], [0.75, -0.30, -5.01], [1.54, 0.72, -2.55], [-0.17, 0.36, -4.17], [-5.08, 0.88, -2.54], [0.14, 2.40, -0.51], [-2.67, 0.67, -2.58], [2.14, 0.59, 4.97], [2.47, 0.06, -3.36], [2.55, -1.78, -0.54], [-1.61, -0.10, 1.94], [0.11, 0.40, 3.47], [-5.19, -0.51, -2.61], [0.43, -2.17, 0.27], [-2.58, -0.04, 2.95], [3.40, -1.71, -1.23], [-6.16, -1.00, -2.50], [-2.34, 1.11, -0.50], [-0.62, 2.99, 0.03], [3.97, 0.64, 6.10], [2.81, -0.96, -5.23], [-0.63, -2.46, 0.30], [0.97, 2.21, 0.21], [4.31, 0.42, 1.79], [-1.88, -0.37, 0.92], [0.51, 3.03, -1.34], [-2.90, 0.22, 5.07], [-3.70, 2.57, -2.56], [0.81, -2.01, -1.93], [-0.46, 0.59, 5.53], [-1.89, -1.30, -3.04], [5.42, 0.51, 4.02], [1.08, -2.49, 2.39], [3.51, -0.02, -3.03], [3.57, -2.05, 1.44], [-5.99, 1.49, -2.44], [-3.62, -0.18, 2.67], [-1.17, 0.53, -4.56], [1.94, 1.22, -1.66], [-0.64, -0.15, -0.80], [1.47, 0.63, 5.82], [0.42, -0.69, -5.97], [-4.15, -2.38, -2.98]]
}

=====

(4)
{
  "formula": "C28H28N6O4",
  "method": "ωB97M-V with the def2-TZVPD basis set",
  "e_above_lowest_kj_mol": 1228.5,
  "molar_mass_g_mol": 512.57,
  "e_lumo_ev": -1.4,
  "charge": 0,
  "e_tot_ha": -1712.9205,
  "gap_ev": 6.6,
  "elements": ["O", "O", "O", "O", "N", "N", "N", "N", "N", "N", "C", "C", "C", "C", "C", "C", "C", "C", "C", "C", "C", "C", "C", "C", "C", "C", "C", "C", "C", "C", "C", "C", "C", "C", "C", "C", "C", "C", "H", "H", "H", "H", "H", "H", "H", "H", "H", "H", "H", "H", "H", "H", "H", "H", "H", "H", "H", "H", "H", "H", "H", "H", "H", "H", "H", "H"],
  "xyz": [[-3.15, 0.17, 0.55], [-3.49, 0.93, 2.58], [2.04, -2.98, 2.31], [1.76, -2.45, 0.10], [1.39, -2.77, 3.54], [-2.79, 0.30, 1.75], [1.34, -2.35, 1.25], [0.45, -0.23, -1.93], [0.55, 1.47, -0.54], [-0.08, -1.82, 6.66], [1.18, 0.80, -2.69], [1.32, 3.42, 2.52], [2.87, 2.08, 1.11], [0.22, -1.71, 1.81], [-1.47, -0.50, 3.62], [1.50, 2.62, 1.39], [2.59, -1.96, -2.86], [-0.86, -5.34, -4.17], [-0.27, -1.62, 5.53], [-0.51, -3.99, -3.60], [-0.61, -0.76, 1.30], [0.06, 0.25, -0.75], [0.81, -3.55, -3.55], [-1.23, -1.89, -2.60], [0.12, -1.49, -2.52], [-1.94, 2.93, -0.21], [-0.84, 2.99, 0.80], [1.15, -2.32, -2.99], [0.39, 2.35, 0.58], [-1.01, 3.71, 1.99], [1.23, 1.97, -1.76], [-1.56, -0.29, 2.20], [0.31, -2.03, 3.20], [-0.09, 4.79, 4.07], [-1.52, -3.15, -3.12], [-2.34, -1.00, -2.18], [0.07, 3.95, 2.84], [-0.53, -1.37, 4.14], [0.56, 5.68, 4.03], [0.20, 4.23, 4.97], [-1.60, 3.19, -1.23], [-2.39, -0.86, -1.09], [2.84, -1.55, -1.88], [2.90, 1.42, 0.24], [2.25, 2.27, -1.51], [2.17, 0.44, -2.94], [1.61, -4.19, -3.93], [-2.18, 0.01, 4.27], [3.59, 2.89, 0.95], [-2.30, 0.00, -2.65], [-2.71, 3.65, 0.08], [-1.47, -5.24, -5.08], [0.05, -5.90, -4.41], [-2.43, 1.95, -0.25], [-1.12, 5.12, 4.18], [-3.29, -1.46, -2.48], [-2.56, -3.48, -3.17], [3.24, 1.51, 1.97], [-2.00, 4.11, 2.22], [3.18, -2.88, -2.97], [0.65, 1.05, -3.62], [0.69, 2.84, -2.16], [2.94, -1.28, -3.65], [-1.45, -5.92, -3.45], [2.18, 3.64, 3.16], [-0.60, -0.38, 0.05]]
}

=====

(5)
{
  "formula": "C28H29BIrN10OS",
  "method": "ωB97M-V with the def2-TZVPD basis set",
  "e_above_lowest_kj_mol": 426.9,
  "molar_mass_g_mol": 756.71,
  "e_lumo_ev": [-9.2, -9.3],
  "multiplicity": 2,
  "charge": 2,
  "s_squared": 0.8686,
  "e_tot_ha": -2233.9650,
  "gap_ev": [4.8, 4.7],
  "elements": ["Ir", "S", "O", "N", "N", "N", "N", "N", "N", "N", "N", "N", "N", "C", "C", "C", "C", "C", "C", "C", "C", "C", "C", "C", "C", "C", "C", "C", "C", "C", "C", "C", "C", "C", "C", "C", "C", "C", "C", "C", "C", "B", "H", "H", "H", "H", "H", "H", "H", "H", "H", "H", "H", "H", "H", "H", "H", "H", "H", "H", "H", "H", "H", "H", "H", "H", "H", "H", "H", "H", "H"],
  "xyz": [[-0.03, -0.84, 0.10], [3.31, 0.31, -0.20], [3.87, -1.01, 0.11], [1.75, -2.03, 2.05], [0.96, -0.99, 1.97], [-3.82, 1.43, -1.43], [-2.24, -0.47, -1.75], [-3.76, 2.24, -2.49], [-2.04, -0.72, 1.05], [-1.35, 1.73, -0.93], [-2.75, 0.31, 0.56], [-1.16, -1.24, -1.57], [-0.20, 1.33, -0.36], [-2.41, -2.16, -3.16], [1.81, -2.91, -1.43], [3.24, -4.43, -0.20], [-0.08, 0.85, 3.14], [0.62, -1.15, 4.35], [-3.42, 0.00, 2.64], [-0.42, 0.68, 5.51], [-5.12, 1.15, -1.17], [5.26, 1.50, -1.58], [4.71, 1.53, -0.18], [0.50, -0.44, 3.12], [1.34, -2.35, -0.27], [-4.98, 2.55, -2.86], [-3.58, 0.77, 1.51], [3.14, 0.38, -2.05], [1.97, -2.74, 0.97], [-0.53, 1.39, 4.32], [0.65, 2.35, -0.43], [-3.00, -1.00, -2.72], [-1.23, 2.99, -1.36], [2.73, -3.96, -1.41], [2.88, -3.83, 0.98], [-2.43, -0.93, 2.31], [-5.90, 1.86, -2.06], [-1.26, -2.28, -2.40], [0.16, -0.59, 5.51], [0.05, 3.43, -1.06], [4.06, 1.49, -2.52], [-2.57, 0.78, -0.89], [-0.54, -3.07, -2.42], [-4.22, 1.61, 1.34], [1.09, -2.12, 4.32], [3.44, -0.60, -2.40], [-3.92, -0.55, -3.05], [4.37, 1.32, -3.55], [-0.15, 1.41, 2.22], [3.94, -5.25, -0.20], [3.04, -4.41, -2.34], [5.42, 1.22, 0.59], [-3.94, 0.09, 3.57], [0.47, 4.39, -1.27], [1.63, 2.28, 0.00], [3.28, -4.13, 1.93], [-2.04, -1.72, 2.90], [-5.16, 3.20, -3.69], [-6.97, 1.87, -2.14], [-2.76, -2.83, -3.92], [4.29, 2.50, 0.08], [2.09, 0.56, -2.28], [5.89, 2.37, -1.77], [5.87, 0.61, -1.73], [0.26, -1.13, 6.44], [1.49, -2.54, -2.39], [-2.03, 3.49, -1.86], [3.55, 2.45, -2.49], [-0.78, 1.11, 6.43], [-0.95, 2.39, 4.33], [-5.42, 0.48, -0.39]]
}

=====

(6)
{
  "formula": "C28H29BrIN6O3SZr",
  "method": "ωB97M-V with the def2-TZVPD basis set",
  "e_above_lowest_kj_mol": 121.8,
  "molar_mass_g_mol": 827.68,
  "e_lumo_ev": -9.5,
  "charge": 3,
  "e_tot_ha": -4954.7025,
  "gap_ev": 6.1,
  "elements": ["I", "Zr", "Br", "S", "O", "O", "O", "N", "N", "N", "N", "N", "N", "C", "C", "C", "C", "C", "C", "C", "C", "C", "C", "C", "C", "C", "C", "C", "C", "C", "C", "C", "C", "C", "C", "C", "C", "C", "C", "C", "C", "H", "H", "H", "H", "H", "H", "H", "H", "H", "H", "H", "H", "H", "H", "H", "H", "H", "H", "H", "H", "H", "H", "H", "H", "H", "H", "H", "H", "H"],
  "xyz": [[-1.15, 0.84, -2.82], [0.11, 1.16, 0.10], [1.66, 2.64, -2.18], [2.26, 0.59, 1.56], [-6.14, -2.49, 0.67], [2.10, 1.82, 2.27], [2.14, 0.86, 0.05], [0.77, -0.15, 1.68], [7.24, -2.10, 2.69], [-1.91, 0.29, 0.23], [-3.97, -0.97, -0.17], [1.45, -2.40, 1.30], [0.27, -1.15, -0.32], [-2.60, 2.89, 0.73], [-2.89, -0.31, 0.04], [0.34, 1.18, -4.28], [1.19, 0.89, -6.48], [-5.32, -0.37, -0.11], [2.49, 2.10, -4.85], [0.02, 3.41, 1.48], [4.42, -0.80, 0.81], [0.89, -3.37, -0.81], [-6.13, -1.11, 0.95], [-0.40, 3.71, 0.18], [4.08, -0.40, 3.22], [0.30, -2.18, -1.17], [6.07, -1.53, 2.43], [-2.18, 2.53, 2.02], [1.48, 1.90, -3.93], [5.61, -1.41, 1.09], [-3.97, -2.45, -0.36], [3.66, -0.28, 1.88], [-1.72, 3.43, -0.19], [-3.15, 1.99, 3.03], [1.48, -3.43, 0.45], [-0.84, 2.76, 2.36], [5.26, -1.02, 3.48], [0.18, 0.67, -5.55], [2.33, 1.59, -6.13], [0.82, -1.32, 0.89], [-4.86, -3.06, 0.72], [-2.68, 1.23, 3.65], [-4.04, 1.59, 2.55], [-3.46, 2.80, 3.69], [4.08, -0.68, -0.21], [-5.25, 0.70, 0.10], [-0.15, -2.04, -2.14], [0.92, -4.21, -1.49], [5.60, -1.13, 4.51], [-0.72, 0.13, -5.82], [-2.09, 3.75, -1.16], [-3.64, 2.77, 0.46], [-5.70, -0.92, 1.95], [6.22, -1.80, 0.28], [3.37, 2.67, -4.58], [3.48, 0.00, 4.03], [-4.40, -2.91, 1.71], [7.84, -2.44, 1.95], [-4.97, -4.12, 0.54], [1.07, 0.50, -7.48], [-7.16, -0.76, 0.94], [3.12, 1.75, -6.86], [-5.79, -0.51, -1.09], [-0.51, 2.56, 3.38], [0.97, 3.77, 1.83], [2.00, -4.32, 0.80], [0.22, 4.34, -0.45], [7.59, -2.17, 3.63], [-2.95, -2.83, -0.31], [-4.39, -2.65, -1.35]]
}

=====

(7)
{
  "formula": "C28H29BrN5O2W",
  "method": "ωB97M-V with the def2-TZVPD basis set",
  "molar_mass_g_mol": 731.32,
  "e_lumo_ev": [-3.5, -3.5],
  "charge": 1,
  "e_tot_ha": -4149.5601,
  "gap_ev": [6.5, 6.5],
  "elements": ["W", "Br", "O", "O", "N", "N", "N", "N", "N", "C", "C", "C", "C", "C", "C", "C", "C", "C", "C", "C", "C", "C", "C", "C", "C", "C", "C", "C", "C", "C", "C", "C", "C", "C", "C", "C", "C", "H", "H", "H", "H", "H", "H", "H", "H", "H", "H", "H", "H", "H", "H", "H", "H", "H", "H", "H", "H", "H", "H", "H", "H", "H", "H", "H", "H", "H"],
  "xyz": [[0.46, 0.60, -0.21], [-5.12, -0.36, 0.33], [-0.84, 2.75, -3.39], [-0.34, 1.55, -1.59], [-0.56, -0.61, 1.09], [-4.92, 2.34, -2.76], [0.06, 1.79, 1.41], [1.27, -1.00, -1.31], [2.45, 0.80, 0.06], [-0.85, 1.38, 2.32], [5.65, -0.25, -1.64], [2.60, -1.04, -1.44], [-3.12, -0.28, 3.79], [-1.22, 2.11, -2.46], [-1.04, -3.69, -0.95], [-5.33, 1.51, -1.80], [-3.61, 2.49, -2.93], [-2.23, 1.94, 4.37], [2.30, 2.42, 2.01], [-0.60, -2.07, 0.98], [3.28, 0.04, -0.74], [4.61, 0.38, -0.93], [3.25, -2.08, -2.14], [4.55, -2.26, -2.51], [-1.26, 2.15, 3.41], [0.46, -1.93, -2.12], [-2.66, 1.85, -2.16], [-4.45, 0.82, -0.98], [0.92, 2.94, 1.63], [0.33, -3.36, -1.57], [-1.27, 0.00, 2.07], [-3.09, 0.99, -1.15], [-2.32, -0.65, 2.72], [-3.09, 0.87, 4.55], [5.66, -1.43, -2.32], [-1.60, -2.59, -0.06], [3.11, 1.85, 0.85], [-0.96, -4.62, -0.39], [4.92, 1.31, -0.47], [0.51, -4.08, -2.37], [3.39, 2.67, 0.19], [4.03, 1.44, 1.28], [-3.29, 3.16, -3.72], [-0.78, -2.51, 1.97], [6.59, -1.75, -2.76], [-0.76, 3.10, 3.50], [-2.33, 2.75, 5.08], [2.19, 1.68, 2.80], [-6.40, 1.39, -1.68], [0.88, -1.95, -3.13], [-3.80, 0.95, 5.36], [2.90, 3.24, 2.43], [2.59, -2.89, -2.45], [6.59, 0.29, -1.60], [-2.56, -1.63, 2.32], [0.97, 3.52, 0.70], [0.55, 3.62, 2.39], [-0.52, -1.48, -2.22], [-1.76, -3.88, -1.75], [1.12, -3.54, -0.84], [-2.52, -2.94, 0.43], [-1.91, -1.74, -0.68], [4.75, -3.18, -3.06], [-3.88, -1.01, 4.06], [0.41, -2.37, 0.70], [-2.40, 0.44, -0.52]]
}